# 1
The following is a quantum chemistry calculation of a structure of composition C30H60BN2P4Pt, from OMol25.

Geometry as XYZ:
```
98
Properties=species:S:1:pos:R:3:forces:R:3:mulliken_charge:R:1
Pt 0.0090 -0.4399 -0.0329 0.17 0.26 -1.29 1.66
C 2.8187 4.2664 1.3305 -0.17 -0.20 0.11 -1.91
C 2.8443 2.8581 0.7308 -0.04 -0.45 -0.18 1.87
C 2.2120 2.8915 -0.6645 -0.02 -0.08 0.03 -1.69
C 4.3109 2.4349 0.6210 -0.10 -0.08 0.08 -1.95
P 1.7946 1.5127 1.6165 -0.74 0.58 0.28 0.82
C 0.3017 2.5295 2.1072 0.01 -0.26 0.16 -1.56
N -0.6926 2.4693 1.0729 0.81 -0.73 -0.06 0.59
B -0.9214 1.3878 0.1501 -0.68 -0.91 0.30 0.30
N -2.0565 1.8075 -0.6281 0.32 -0.74 -0.41 0.60
C -2.7372 1.1060 -1.6794 0.05 -0.08 0.14 -2.11
P -1.8102 -0.4611 -2.0871 0.25 1.06 0.56 0.15
C -1.1379 -0.0403 -3.8115 0.25 -0.27 0.33 1.93
C -0.2949 1.2252 -3.6136 -0.09 -0.07 0.19 -1.89
C -0.1980 -1.1665 -4.2340 -0.02 0.01 0.14 -1.69
C -2.2027 0.1643 -4.8844 -0.06 -0.08 0.22 -1.72
C -3.2501 -1.7113 -2.1078 0.62 -0.09 0.29 1.94
C -4.4622 -1.3758 -2.9742 0.25 0.16 -0.11 -1.74
C -3.6874 -1.7721 -0.6380 0.20 0.10 0.13 -2.04
C -2.6798 -3.0653 -2.5237 0.08 0.09 0.00 -1.83
C -2.5138 3.0025 -0.1505 -0.22 1.12 0.64 0.43
C -3.6259 3.7508 -0.5125 0.35 -0.36 -0.10 -0.67
C -3.8765 4.9175 0.1823 0.03 0.36 0.37 -0.87
C -3.0489 5.3245 1.2278 -0.47 0.15 -0.27 -0.85
C -1.9474 4.5827 1.6084 0.36 -0.42 -0.13 -0.81
C -1.6688 3.4144 0.9108 -1.12 0.70 -0.44 0.47
C 2.4787 1.1228 3.3612 -0.05 -0.40 -0.39 2.16
C 3.7150 0.2325 3.2241 -0.10 0.01 -0.07 -1.69
C 2.8057 2.3440 4.2130 -0.04 -0.01 -0.28 -2.03
C 1.3904 0.2915 4.0579 -0.04 0.15 -0.16 -2.13
H 3.5544 4.8744 0.8035 0.03 0.01 -0.07 0.53
H 3.0900 4.2692 2.3821 0.00 0.07 0.08 0.27
H 1.8561 4.7548 1.2068 -0.11 0.05 0.01 0.40
H 2.7202 3.6086 -1.3052 0.15 0.13 -0.03 0.66
H 1.1634 3.1775 -0.6049 -0.10 0.03 -0.07 0.19
H 2.2652 1.9082 -1.1326 -0.01 -0.05 -0.11 0.09
H 4.8102 3.0539 -0.1258 -0.02 0.05 -0.03 0.53
H 4.4214 1.3986 0.3154 0.07 -0.12 -0.03 0.28
H 4.8313 2.5837 1.5660 0.07 -0.05 0.05 0.38
H 0.5866 3.5679 2.3020 -0.01 -0.19 0.01 0.27
H -0.1141 2.1108 3.0316 0.18 0.12 0.00 0.39
H -2.8141 1.7445 -2.5680 -0.06 -0.15 0.03 0.77
H -3.7559 0.8617 -1.3562 0.07 -0.03 -0.15 0.85
H 0.3128 1.1232 -2.7091 0.09 0.12 -0.04 0.24
H -0.9041 2.1211 -3.5217 -0.06 0.09 0.07 0.32
H 0.3712 1.3667 -4.4648 0.00 -0.06 -0.08 0.62
H 0.5881 -1.2906 -3.4919 0.09 -0.05 0.01 0.11
H 0.2628 -0.9257 -5.1905 0.05 0.04 -0.10 0.56
H -0.7261 -2.1085 -4.3444 -0.01 -0.18 -0.04 0.29
H -3.0055 0.8196 -4.5549 -0.09 0.09 -0.03 0.25
H -2.6334 -0.7885 -5.1834 -0.08 -0.03 -0.06 0.32
H -1.7435 0.6131 -5.7657 0.05 0.02 -0.03 0.51
H -4.7479 -0.3293 -2.9145 -0.09 0.12 0.03 0.24
H -5.3070 -1.9698 -2.6266 -0.06 -0.06 0.03 0.55
H -4.2906 -1.6263 -4.0166 -0.01 0.04 -0.10 0.36
H -4.3275 -0.9329 -0.3777 -0.04 0.10 0.06 0.32
H -2.8208 -1.7527 0.0292 -0.14 -0.01 0.02 0.16
H -4.2537 -2.6833 -0.4501 -0.08 -0.10 -0.07 0.63
H -2.5041 -3.1077 -3.5952 0.06 -0.01 -0.12 0.35
H -3.3786 -3.8608 -2.2754 -0.10 -0.11 0.05 0.52
H -1.7396 -3.2557 -2.0100 0.13 -0.16 0.06 0.17
H -4.2845 3.4285 -1.3052 -0.04 -0.04 -0.09 0.51
H -4.7389 5.5135 -0.0759 -0.05 0.06 -0.01 0.41
H -3.2882 6.2300 1.7621 0.00 0.11 0.06 0.41
H -1.3335 4.9004 2.4347 0.12 0.06 0.16 0.47
H 4.5075 0.7068 2.6565 0.14 0.03 -0.10 0.27
H 3.4497 -0.7072 2.7413 0.07 -0.12 -0.04 0.21
H 4.1118 -0.0055 4.2103 -0.01 0.00 0.12 0.59
H 3.7218 2.8240 3.8803 0.07 0.13 -0.01 0.36
H 2.9502 2.0301 5.2460 0.04 -0.06 0.10 0.52
H 1.9929 3.0648 4.1959 -0.05 0.17 0.08 0.33
H 0.8748 -0.3469 3.3383 -0.05 -0.08 0.04 -0.03
H 0.6550 0.9262 4.5453 -0.12 0.00 0.04 0.50
H 1.8399 -0.3403 4.8232 0.05 -0.04 0.06 0.57
C 2.3478 -2.8733 -2.1815 -0.17 0.28 0.10 -1.71
P 1.8972 -1.9208 -0.6708 0.30 -0.63 0.16 0.99
C 3.4976 -1.1064 -0.3228 -0.28 0.13 0.01 -1.37
C 1.9466 -3.3356 0.5324 0.00 0.08 -0.08 -1.50
C 1.1869 -3.0459 1.8163 -0.21 0.00 -0.08 -0.59
P -0.5216 -2.4655 1.4129 0.16 0.39 0.74 0.41
C -1.2697 -2.4147 3.0920 0.04 -0.04 -0.30 -1.41
C -1.2343 -4.0669 0.8311 0.09 0.46 -0.12 -1.36
H 3.1892 -3.5310 -1.9619 0.01 0.00 0.04 0.47
H 2.6344 -2.1975 -2.9829 0.03 0.06 -0.09 0.49
H 1.5048 -3.4705 -2.5221 -0.06 -0.04 -0.01 0.35
H 4.3093 -1.8253 -0.2395 0.07 -0.10 -0.08 0.64
H 3.3969 -0.5521 0.6085 0.10 -0.06 -0.09 -0.02
H 3.7094 -0.4001 -1.1249 0.06 0.06 0.00 0.41
H 2.9882 -3.5836 0.7487 -0.01 -0.08 -0.10 0.71
H 1.4951 -4.1925 0.0278 0.09 -0.05 -0.03 0.44
H 1.6948 -2.2599 2.3768 -0.07 0.05 0.12 -0.16
H 1.1263 -3.9390 2.4452 0.06 0.05 0.03 0.73
H -1.1265 -3.3762 3.5838 -0.02 -0.04 0.08 0.45
H -2.3358 -2.2113 3.0105 -0.06 0.02 0.00 0.40
H -0.8164 -1.6325 3.6941 0.02 0.07 0.01 0.32
H -1.0256 -4.8336 1.5788 -0.01 0.00 -0.02 0.54
H -0.7944 -4.3581 -0.1210 -0.03 -0.04 -0.04 0.36
H -2.3096 -3.9687 0.6985 -0.03 -0.04 0.00 0.42
```
Forces are in eV/Å.

The value obtained for the molar mass is 778.6 g/mol. As for the net charge: +1. The energy above the lowest of the compared OMol25 structures with the same formula, charge and spin is 44.1 kcal per mole. The HOMO-LUMO gap (spin up / spin down) comes out at 6.056 / 6.057 eV. The value obtained for the energy is -76141.4429 eV.


# 2
The following is a quantum chemistry calculation of a structure of composition C40H37F5N4NdO6PS4, from OMol25.

Geometry as XYZ:
```
98
Properties=species:S:1:pos:R:3:forces:R:3:mulliken_charge:R:1
Nd 0.6843 -0.1992 -0.3382 0.82 0.40 -1.14 0.13
C -3.6766 0.9018 0.6256 0.11 -0.07 -0.06 -1.86
C -3.5833 2.0376 1.5933 -0.02 0.01 0.09 1.13
C -4.7525 2.4430 2.2326 -0.13 0.03 0.10 -0.75
C -4.7582 3.4643 3.1603 -0.07 0.04 0.03 -0.69
C -3.5792 4.1378 3.4410 0.00 0.11 0.06 -0.84
C -2.4147 3.7651 2.7957 -0.05 0.14 0.04 -0.75
C -2.3913 2.7005 1.8978 0.00 -0.29 0.02 0.72
P -0.7673 2.2103 1.1718 0.02 0.67 -0.03 2.30
C -0.3486 3.8886 0.5159 0.28 -0.08 0.01 0.97
C 0.6696 4.6369 1.0967 -0.02 -0.14 0.13 -0.13
C 1.0831 5.8341 0.5445 0.16 0.17 0.07 -0.88
C 0.4988 6.2901 -0.6213 0.06 0.13 -0.03 -0.84
C -0.5258 5.5643 -1.1988 -0.08 0.04 -0.02 -0.71
C -0.9770 4.3781 -0.6346 -0.04 0.02 0.01 0.26
C -2.1282 3.6537 -1.2505 0.01 -0.15 -0.02 -0.92
C 0.3372 2.0227 2.6022 0.27 -0.40 -0.13 1.39
C -0.0767 1.9884 3.9250 0.02 0.11 0.12 -1.07
C 0.7780 1.5926 4.9396 0.00 -0.10 0.27 -0.95
C 2.0625 1.1502 4.6187 -0.18 0.05 0.25 -0.87
C 2.4936 1.1586 3.3207 0.03 -0.05 -0.30 -0.92
C 1.6729 1.6149 2.2558 -0.30 0.40 0.64 1.26
C 2.1415 1.6688 0.9267 0.04 0.15 -0.53 -2.18
H -4.5517 1.0184 -0.0119 -0.01 0.04 -0.13 0.59
H -3.7885 -0.0387 1.1593 -0.02 -0.14 0.09 0.32
H -2.7955 0.8151 -0.0058 -0.09 0.00 -0.07 -0.40
H -5.6760 1.9221 2.0104 -0.04 -0.03 -0.07 0.43
H -5.6805 3.7391 3.6588 0.00 0.02 0.01 0.36
H -3.5734 4.9422 4.1649 0.04 0.08 0.00 0.39
H -1.4963 4.3035 2.9953 0.02 -0.01 0.02 0.50
H 1.1643 4.2571 1.9820 0.00 -0.02 0.04 0.38
H 1.8794 6.3980 1.0137 0.06 0.00 0.01 0.43
H 0.8510 7.2034 -1.0839 -0.02 0.05 -0.04 0.35
H -0.9732 5.9088 -2.1218 -0.08 0.00 -0.06 0.40
H -2.3144 4.0064 -2.2634 -0.02 -0.04 -0.08 0.44
H -3.0332 3.7993 -0.6575 -0.08 0.03 0.03 0.34
H -1.9272 2.5817 -1.2855 -0.07 -0.07 -0.10 -0.25
H -1.0906 2.2669 4.1818 0.00 -0.05 -0.02 0.30
H 0.4450 1.5951 5.9690 -0.07 -0.03 0.04 0.35
H 2.7236 0.8036 5.4071 0.01 0.00 -0.01 0.34
H 3.4907 0.8099 3.0765 0.07 0.02 -0.03 0.42
H 3.2220 1.5549 0.8266 -0.08 -0.18 -0.09 0.53
H 1.7715 2.4924 0.3184 0.08 -0.04 0.02 0.04
C 4.5324 -2.7404 2.0283 -0.22 -0.10 0.19 -0.48
O 4.9572 -2.0003 0.8882 -0.09 0.34 -0.43 -0.58
C 3.9617 -1.2789 0.3130 0.22 0.12 0.08 0.17
O 2.8314 -1.2639 0.7448 -0.24 -0.13 0.11 0.38
N 4.3896 -0.5542 -0.7392 0.29 0.06 -0.47 -0.31
N 3.4047 0.0708 -1.5241 -0.11 0.17 -0.14 -0.19
H 5.4037 -3.2949 2.3684 0.00 0.03 -0.02 0.25
H 3.7213 -3.4190 1.7611 0.04 0.00 0.04 0.11
H 4.1731 -2.0672 2.8084 0.03 -0.04 -0.01 0.22
H 5.2980 -0.7642 -1.1404 -0.29 -0.03 0.16 0.28
H 3.3143 -0.4064 -2.4371 0.10 0.12 0.47 0.36
H 3.6128 1.0572 -1.6685 -0.04 -0.23 0.26 0.36
O -2.1271 3.3616 -6.4546 -0.19 0.16 -0.35 -0.69
C -1.6630 2.7913 -5.4939 0.19 -0.13 0.24 0.61
S -0.1099 3.1865 -4.7733 0.03 -0.08 0.20 -0.21
C -0.1368 2.0105 -3.4420 -0.61 -0.05 -0.52 0.38
C -1.2242 1.2065 -3.3885 0.15 0.56 -0.38 -0.17
S -1.5997 0.0185 -2.1943 0.17 -0.22 0.23 -0.67
S -2.4430 1.4622 -4.6522 0.02 -0.06 0.17 -0.19
S 1.1792 2.0540 -2.3455 0.24 -0.29 0.60 -0.56
C -1.7907 -3.2434 -3.9934 0.04 -0.13 0.13 -1.07
C -1.3946 -4.2739 -2.9428 0.08 0.05 -0.18 -1.24
C 0.1019 -4.1763 -2.5904 -0.62 -0.25 0.25 2.49
C 0.4807 -5.2681 -1.5613 0.14 0.05 -0.01 -1.21
C 1.9714 -5.2867 -1.2411 -0.15 -0.09 0.05 -1.02
C 0.9328 -4.4318 -3.8251 0.07 0.22 0.15 -0.39
O 0.7791 -5.3879 -4.5592 -0.13 -0.21 -0.08 -0.71
N 1.9322 -3.5369 -4.0319 0.30 0.23 -0.31 0.13
C 2.2399 -2.4064 -3.2436 0.22 -0.32 -0.43 0.00
O 3.2626 -1.8005 -3.5541 0.16 -0.05 -0.21 -0.87
N 1.4362 -2.0736 -2.2393 -0.53 0.36 0.79 0.36
C 0.3614 -2.8219 -1.9286 0.31 -0.33 -0.55 -0.21
O -0.4090 -2.4452 -1.0473 -0.14 -0.10 0.12 -0.46
H -2.8434 -3.3457 -4.2467 -0.11 0.03 -0.07 0.49
H -1.2057 -3.3754 -4.9021 0.01 -0.01 -0.16 0.28
H -1.6337 -2.2354 -3.6152 -0.03 0.15 -0.01 0.17
H -1.6023 -5.2825 -3.3098 0.07 -0.01 0.10 0.44
H -1.9682 -4.0995 -2.0305 0.09 -0.09 0.02 0.42
H 0.1833 -6.2382 -1.9691 -0.08 0.08 0.00 0.56
H -0.0883 -5.0803 -0.6496 -0.06 0.01 -0.04 0.24
H 2.5528 -5.5893 -2.1110 0.10 -0.05 -0.05 0.36
H 2.1641 -5.9913 -0.4346 0.09 -0.04 0.07 0.48
H 2.3086 -4.3031 -0.9223 0.09 0.05 0.08 -0.06
H 2.5392 -3.6773 -4.8323 -0.13 -0.01 0.21 0.29
F -1.9501 -0.0427 2.7692 -0.32 -0.10 0.20 -0.28
C -1.4828 -1.2966 2.5661 0.76 0.00 -0.39 -0.93
C -0.3833 -1.4597 1.7214 -0.56 -1.06 0.68 1.71
C 0.0152 -2.7942 1.6574 -0.18 0.48 0.25 -0.33
F 1.1155 -3.1205 0.9181 -0.19 -0.31 0.18 0.06
C -0.6068 -3.8598 2.2922 0.06 -0.12 -0.02 -0.40
F -0.1647 -5.1344 2.1284 -0.08 0.22 0.08 -0.40
C -1.7079 -3.6209 3.0994 -0.02 0.06 -0.04 0.69
F -2.3415 -4.6399 3.7296 0.21 0.30 -0.18 -0.36
C -2.1453 -2.3133 3.2480 -0.06 0.05 -0.02 -0.01
F -3.2188 -2.0603 4.0379 0.26 -0.05 -0.16 -0.37
```
Forces are in eV/Å.

The value obtained for the molar mass is 1068.2 g/mol. As for the net charge: -2. The energy above the lowest of the compared OMol25 structures with the same formula, charge and spin is 12.7 kcal per mole. The spin multiplicity is 4. The HOMO-LUMO gap (spin up / spin down) comes out at 5.398 / 5.402 eV. The value obtained for the energy is -141827.1468 eV.